The following is a quantum chemistry calculation of the molecule C6H14OS at a distorted geometry, from OMol25.

Results
SMILES string	C=[S@@](C)(=O)[C@@H](C)CC
HOMO energy	-7.81	eV
electronic energy	-19327.559	eV
energy relative to the best compared isomer or geometry (same formula, charge and spin)	372.5	kJ/mol
LUMO energy	0.793	eV

Geometry as ORCA input:
```
! wB97M-V def2-TZVPD RIJCOSX def2/J DEFGRID3
* xyz 0 1
C 1.85862 -0.85524 -1.38124
C -1.64136 -1.23017 -0.54932
C -0.00558 2.32659 0.40481
C 1.65530 -1.10124 1.43339
C -1.24571 0.18698 -0.66927
C -0.20529 0.82676 0.36022
O 2.61339 1.07730 0.14364
S 1.57962 0.00520 -0.02707
H 2.38700 -0.19395 -1.93113
H 1.06934 -1.43848 -1.75756
H -2.05973 -1.51510 0.47374
H -2.37729 -1.24890 -1.35406
H -0.92883 -2.02820 -0.92727
H -0.07052 2.76863 -0.54212
H -0.83149 2.57653 1.08157
H 0.95875 2.54460 0.80004
H 0.78073 -0.82886 2.01059
H 1.32790 -2.12197 1.15129
H 2.58065 -1.11247 1.99466
H -0.82008 0.37083 -1.69895
H -2.06254 0.95310 -0.66054
H -0.42588 0.47334 1.40990
*
```

***

The following is a quantum chemistry calculation of the molecule C6H14OS2 at a distorted geometry, from OMol25.

Results
HOMO energy	-8.21	eV
electronic energy	-30164.237	eV
energy relative to the best compared isomer or geometry (same formula, charge and spin)	299.1	kJ/mol
LUMO energy	0.663	eV

Geometry as ORCA input:
```
! wB97M-V def2-TZVPD RIJCOSX def2/J DEFGRID3
* xyz 0 1
C -0.73974 -2.32749 0.54895
C 1.40831 -1.73651 -0.55786
C 0.07126 2.30569 1.44464
C -2.00055 1.55275 -1.98931
C -0.09870 -1.45516 -0.53139
C -0.17404 0.03773 -0.22030
O -0.02336 -0.00418 -3.04231
S 0.97404 0.83089 0.93582
S -0.13909 1.07197 -2.10767
H -1.85113 -2.37299 0.29690
H -0.19312 -3.36916 0.65729
H -0.67946 -1.77802 1.58000
H 1.65122 -2.73184 -1.01606
H 1.95820 -1.72326 0.39433
H 1.88606 -1.00671 -1.27725
H 0.89917 2.95897 1.52602
H -0.44628 2.51775 2.41386
H -0.54754 2.64511 0.70128
H -2.12730 2.35973 -2.74611
H -2.26325 1.99636 -1.09531
H -2.46907 0.57921 -2.32452
H -0.39694 -1.74609 -1.57697
H -1.11624 0.27712 0.20601
*
```

***

The following is a quantum chemistry calculation of the molecule C6H14OSi at a distorted geometry, from OMol25.

Results
SMILES string	C=C(C)O[Si](C)(C)C
HOMO energy	-9.44	eV
electronic energy	-16374.167	eV
energy relative to the best compared isomer or geometry (same formula, charge and spin)	161.7	kJ/mol
LUMO energy	0.811	eV

Geometry as ORCA input:
```
! wB97M-V def2-TZVPD RIJCOSX def2/J DEFGRID3
* xyz 0 1
C 2.50658 -1.47426 0.11559
C 1.45776 -1.18165 0.78749
C 0.97739 -1.77919 2.00554
C -0.46332 2.18487 -0.49664
C -2.39477 -0.11555 0.43041
C -0.71566 -0.16465 -2.15433
O 0.68346 0.05339 0.42030
Si -0.72777 0.33734 -0.33031
H 2.81462 -0.90243 -0.72097
H 2.98685 -2.35874 0.36352
H -0.05410 -1.62543 2.01949
H 1.48458 -2.79264 2.14502
H 1.30146 -1.33286 2.95322
H -0.04476 2.48172 0.43449
H 0.26965 2.55713 -1.29696
H -1.45304 2.73942 -0.65172
H -2.56861 0.65611 1.21376
H -3.22269 -0.04076 -0.26023
H -2.29673 -1.08548 0.91628
H 0.07377 0.54710 -2.68460
H -0.37160 -1.17735 -2.38949
H -1.65254 0.03458 -2.56706
*
```

***

The following is a quantum chemistry calculation of a 2-piece molecular cluster, C6H14OSi overall at a distorted geometry, from OMol25.

Results
⟨S²⟩	2.0129
HOMO energy (alpha / beta)	-4.90 / -9.43	eV
electronic energy	-16368.572	eV
energy relative to the best compared isomer or geometry (same formula, charge and spin)	116.1	kJ/mol
LUMO energy (alpha / beta)	0.691 / -1.807	eV

Geometry as ORCA input:
```
! wB97M-V def2-TZVPD RIJCOSX def2/J DEFGRID3
* xyz 0 3
C 0.05591 2.33550 2.94023
C 1.11007 1.80148 2.39325
C 2.22693 1.30107 1.85206
C -1.99799 -0.05513 -1.66640
C -0.64343 -2.50916 -0.21561
C 1.03129 -0.68033 -2.08560
O -0.06366 0.39575 0.55051
Si -0.40859 -0.63984 -0.80249
H -0.32607 3.21024 2.60829
H -0.35220 1.72761 3.72902
H -0.48435 1.28034 0.51501
H 3.17723 1.70101 2.27302
H 2.12419 0.75226 0.86788
H -2.35091 0.92438 -1.38142
H -2.05209 -0.05611 -2.71381
H -2.83483 -0.73266 -1.39668
H -0.84865 -2.40392 0.76615
H -1.42951 -2.89470 -0.83378
H 0.18174 -3.21969 -0.39950
H 1.20375 -1.71053 -2.36779
H 0.72567 -0.21855 -3.00370
H 1.95550 -0.30901 -1.62863
*
```

***

The following is a quantum chemistry calculation of the molecule C6H15B at a distorted geometry, from OMol25.

Results
SMILES string	CB[C@@H](C)C(C)C
HOMO energy	-9.23	eV
electronic energy	-7138.526	eV
energy relative to the best compared isomer or geometry (same formula, charge and spin)	278.5	kJ/mol
LUMO energy	0.683	eV

Geometry as ORCA input:
```
! wB97M-V def2-TZVPD RIJCOSX def2/J DEFGRID3
* xyz 0 1
B 1.49075 -0.16715 0.50193
C -1.02194 -0.35950 -1.57717
C -1.51179 -1.70479 0.50646
C 3.15534 -0.14321 0.03412
C -0.42486 2.24680 0.41008
C -1.30305 -0.24502 -0.10929
C -0.27241 0.69048 0.74119
H 1.31563 -1.15899 0.94315
H -0.44666 0.56043 1.77077
H -0.19355 -1.05797 -1.59331
H -1.90890 -0.87730 -2.01530
H -0.86238 0.66143 -2.03955
H -2.43006 -2.04628 0.03242
H -0.74712 -2.39011 0.16505
H -1.61418 -1.66007 1.56329
H 3.56034 0.79319 0.48026
H 3.25899 -0.07007 -0.99887
H 3.67643 -1.01811 0.32810
H 0.54349 2.85877 0.34990
H -1.12210 2.55599 1.12439
H -0.82150 2.30458 -0.59860
H -2.32048 0.22691 -0.01900
*
```

***

The following is a quantum chemistry calculation of C6H15BrCuO4P as an isolated structure at a distorted geometry, from OMol25.

Results
HOMO energy	-7.57	eV
electronic energy	-138624.337	eV
energy relative to the best compared isomer or geometry (same formula, charge and spin)	414.1	kJ/mol
LUMO energy	-4.087	eV

Geometry as ORCA input:
```
! wB97M-V def2-TZVPD RIJCOSX def2/J DEFGRID3
* xyz 0 1
Cu -3.48125 -6.74301 7.49598
Br -6.22617 -5.25326 3.82956
C 3.23766 -1.38308 -0.76370
C 2.90074 0.06066 -1.16173
O 1.57396 0.09250 -1.01151
P 0.77079 1.15681 -0.09348
O 1.66953 2.11821 0.54586
O -0.28263 1.81186 -1.17560
C -0.73620 3.12616 -0.91715
C -2.16278 2.97090 -0.46731
O -0.13842 0.24550 0.88812
C -1.10779 -0.65118 0.29889
C -0.34077 -1.97548 0.04142
H 4.32350 -1.43649 -0.84232
H 2.89006 -1.49312 0.26351
H 2.82489 -2.20070 -1.35465
H 3.37823 0.84682 -0.57689
H 3.18837 0.25622 -2.19475
H -0.13486 3.59989 -0.14122
H -0.67429 3.76324 -1.79941
H -2.33787 1.99068 -0.02390
H -2.36359 3.71629 0.30222
H -2.85982 3.14752 -1.28648
H -1.98145 -0.68010 0.95002
H -1.44112 -0.22955 -0.64938
H 0.44262 -2.14832 0.77935
H -1.05948 -2.79416 0.00517
H 0.12816 -1.91475 -0.94068
*
```

***

The following is a quantum chemistry calculation of a 4-piece molecular cluster, C6H15BrNO2 overall at a distorted geometry, from OMol25.

Results
HOMO energy	-3.85	eV
electronic energy	-82093.876	eV
energy relative to the best compared isomer or geometry (same formula, charge and spin)	129.7	kJ/mol
LUMO energy	2.536	eV

Geometry as ORCA input:
```
! wB97M-V def2-TZVPD RIJCOSX def2/J DEFGRID3
* xyz -1 1
Br -25.50371 22.45214 13.55433
C -31.57850 25.42625 12.67989
C -30.07959 25.87539 12.60034
O -29.49070 26.02937 13.86464
H -32.07780 25.34413 11.71446
H -32.15790 26.03463 13.37435
H -31.75528 24.43411 13.09523
H -30.03596 26.86031 12.13544
H -29.59812 25.07450 12.03921
H -28.57157 25.77380 13.75748
C -24.16797 25.96546 6.60648
C -24.59914 25.00044 7.73761
O -23.54295 25.14124 8.72697
H -23.49004 26.77344 6.88158
H -25.09735 26.40403 6.24314
H -23.78061 25.37117 5.77892
H -24.62615 23.95047 7.44617
H -25.52012 25.39033 8.17106
H -23.91502 24.79854 9.54289
C -28.98590 21.16723 8.99573
C -29.00091 21.05320 7.54802
N -29.10471 20.97454 6.38720
H -29.14469 20.16592 9.39607
H -29.78987 21.83646 9.30210
H -28.09039 21.66385 9.36926
*
```

***

The following is a quantum chemistry calculation of a 2-piece molecular cluster, C6H15BrNO2 overall at a distorted geometry, from OMol25.

Results
⟨S²⟩	0.7527
HOMO energy (alpha / beta)	-8.58 / -8.43	eV
electronic energy	-82089.003	eV
energy relative to the best compared isomer or geometry (same formula, charge and spin)	74.0	kJ/mol
LUMO energy (alpha / beta)	0.873 / -3.353	eV

Geometry as ORCA input:
```
! wB97M-V def2-TZVPD RIJCOSX def2/J DEFGRID3
* xyz 0 2
Br -2.07342 -1.63432 -1.64700
C -2.95211 1.95187 -0.04728
O -1.69122 1.54381 0.44569
C -1.65808 0.86571 1.67921
C -0.26059 0.20239 1.97572
N 0.12219 -0.52016 0.70542
C 1.45735 -1.18025 0.77353
C 2.07539 -1.18470 -0.60904
O 1.60994 -0.20875 -1.48815
C 2.29363 -0.09628 -2.74960
H -2.93123 2.38715 -1.04638
H -3.32919 2.72297 0.62451
H -3.68268 1.14334 -0.07279
H -2.40236 0.08025 1.54800
H -1.94707 1.42586 2.56849
H -0.33155 -0.59557 2.71487
H 0.42628 0.99990 2.25909
H -0.55547 -1.22731 0.45880
H 1.28815 -2.17985 1.17386
H 2.10576 -0.80986 1.56756
H 1.83741 -2.14535 -1.06580
H 3.16037 -1.08169 -0.62619
H 2.01257 -0.98761 -3.31054
H 3.34795 -0.32767 -2.59808
H 2.07801 0.85612 -3.23390
*
```

***

The following is a quantum chemistry calculation of a 2-piece molecular cluster, C6H15BrNO2S overall, from OMol25.

Results
HOMO energy	-12.07	eV
electronic energy	-92919.088	eV
energy relative to the best compared isomer or geometry (same formula, charge and spin)	0.0	kJ/mol
LUMO energy	-4.427	eV

Geometry as ORCA input:
```
! wB97M-V def2-TZVPD RIJCOSX def2/J DEFGRID3
* xyz 1 1
O 0.20003 3.30643 4.85997
C 0.47053 3.26826 3.71726
Br 1.40120 4.67890 2.80477
C 0.08955 2.08317 2.83092
S 1.32983 1.47827 1.66914
H -0.13687 1.22930 3.47725
H -0.78571 2.31679 2.21608
H 2.34231 1.25020 2.52879
H 1.78885 2.66828 1.21772
C -0.10625 -2.36748 -2.69647
C 0.59339 -1.83457 -1.45145
C -0.35683 -1.47358 -0.30476
O -1.07954 -0.26557 -0.46400
C -2.23006 -0.35071 -1.29626
N 1.48102 -0.73636 -1.83917
H -0.55213 -1.56001 -3.27808
H 0.61610 -2.86709 -3.33925
H -0.89041 -3.08085 -2.43968
H 1.23152 -2.63426 -1.06116
H 0.24557 -1.32121 0.59908
H -1.04092 -2.30612 -0.09957
H -2.72103 -1.32032 -1.18072
H -1.98541 -0.20009 -2.34838
H -2.91706 0.43247 -0.98085
H 2.08821 -0.47451 -1.07002
H 0.92411 0.08068 -2.07115
*
```

***

The following is a quantum chemistry calculation of a 2-piece molecular cluster, C6H15BrNOS2 overall at a distorted geometry, from OMol25.

Results
HOMO energy	-12.21	eV
electronic energy	-101706.254	eV
energy relative to the best compared isomer or geometry (same formula, charge and spin)	146.1	kJ/mol
LUMO energy	-3.987	eV

Geometry as ORCA input:
```
! wB97M-V def2-TZVPD RIJCOSX def2/J DEFGRID3
* xyz 1 1
C -0.09333 0.95304 -1.77382
C -1.86289 1.51470 -0.35262
C 0.26288 2.59429 0.06483
C 1.35200 -0.09303 0.84138
C -0.17500 0.12704 0.66828
C 2.11396 -0.71428 -0.08369
N -0.37390 1.30024 -0.45735
O -0.91178 -4.55040 1.88163
S 1.56643 -3.59015 0.88018
S -0.07747 -4.44963 0.40549
Br -1.43679 -3.01982 -0.70919
H -0.93242 0.17512 -2.10978
H -0.01938 1.89419 -2.38361
H 0.81733 0.44131 -1.85304
H -2.13191 1.37901 0.67457
H -2.05467 2.53847 -0.65460
H -2.52349 0.82306 -0.96225
H 0.30003 2.64394 1.22539
H 1.33007 2.44440 -0.08602
H -0.18024 3.44549 -0.47120
H -0.37050 -4.16580 2.52981
H 1.78291 0.39876 1.77146
H -0.59485 0.30833 1.64585
H -0.66266 -0.76896 0.21809
H 1.70932 -1.01128 -1.04153
H 3.16637 -0.61804 0.13171
*
```